1.
# C15H32N9O9P3S2V

A structure of composition C15H32N9O9P3S2V at a distorted geometry (ωB97M-V with the def2-TZVPD basis set, the OMol25 dataset).

Summary:
Total charge: +3
Energy above the lowest of the compared OMol25 structures with the same formula, charge and spin in kJ/mol: 167.2
HOMO energy (spin up / spin down) in eV: -17.144 / -17.145
Lowest unoccupied orbital energy (spin up / spin down) in eV: -9.38 / -9.36
Kohn-Sham gap (spin up / spin down) in Eh: 0.285 / 0.286

Each line ends with the Löwdin charge.
Atoms and positions in Å:
V -0.286800 0.289900 1.143700  0.75
O 2.420600 2.777500 -0.510700  -0.01
P 2.068800 1.541700 0.356600  0.30
O 3.132400 0.534000 0.457100  -0.19
O 0.745900 0.952400 -0.149700  -0.34
O 1.700500 2.129800 1.827100  -0.18
P 0.230100 2.763700 1.931300  0.27
O 0.245300 3.530100 3.298000  -0.03
O -0.666600 1.529300 2.233000  -0.41
O -0.178300 3.476700 0.722000  -0.23
H 1.736100 3.445200 -0.633200  0.11
H 0.586100 4.425400 3.251500  0.12
C -5.847600 4.392300 -2.433000  -0.05
C -4.706800 4.750100 -1.488200  -0.19
N -3.651900 3.741900 -1.542200  0.05
C -3.315500 2.773300 -0.723700  -0.50
S -1.859400 1.887300 -1.278500  1.16
N -3.899600 2.372400 0.386400  0.07
C -5.254500 2.605600 0.887100  -0.19
C -5.272300 3.500500 2.115600  -0.06
H -6.604200 5.170300 -2.396100  0.10
H -6.313700 3.448600 -2.163000  0.08
H -5.493200 4.313600 -3.456900  0.09
H -5.056300 4.871000 -0.464700  0.11
H -4.250700 5.689400 -1.809800  0.14
H -3.094600 3.801100 -2.388600  0.15
H -3.365000 1.717600 0.954000  0.13
H -5.663000 1.627000 1.150700  0.14
H -5.871000 3.021600 0.094700  0.11
H -4.693700 3.062200 2.924100  0.08
H -6.298600 3.606300 2.453800  0.09
H -4.882600 4.491200 1.900800  0.08
N -0.165000 -3.763000 3.114700  0.08
C 1.101600 -3.570100 2.393100  -0.20
P 1.495700 -1.848700 1.714900  0.52
O 1.539100 -0.788600 2.750100  -0.31
O 0.524900 -1.476000 0.591900  -0.41
C 3.144100 -2.355600 0.950800  -0.17
N 3.299700 -1.838300 -0.416400  0.13
H -0.289900 -3.021400 3.872300  0.06
H -0.193100 -4.697000 3.539600  0.17
H -0.954100 -3.720600 2.410000  0.04
H 1.122300 -4.256100 1.544700  0.11
H 1.942400 -3.805000 3.050100  0.12
H 3.225000 -3.443100 0.947300  0.11
H 3.937400 -1.948500 1.578600  0.13
H 4.176500 -2.138400 -0.858300  0.18
H 3.292900 -0.763400 -0.289500  0.08
H 2.507600 -2.107900 -1.010500  0.17
C -0.009300 2.176700 6.532100  0.02
C -0.061400 0.782000 6.060200  -0.20
C 0.400200 -0.309700 6.766300  0.09
C 0.303700 -1.586000 6.193000  -0.23
N -0.238400 -1.743800 4.978700  0.09
C -0.683600 -0.693700 4.314400  -0.64
S -1.483700 -0.970400 2.810600  0.86
N -0.603100 0.548000 4.839300  0.16
C 0.811200 -2.776000 6.898900  0.01
H 0.234600 2.229100 7.588800  0.11
H -0.957700 2.682700 6.355100  0.11
H 0.758100 2.722100 5.980800  0.10
H 0.837500 -0.185700 7.743300  0.15
H -0.913900 1.337100 4.271200  0.14
H 0.475700 -2.778000 7.935900  0.11
H 1.901300 -2.733000 6.939700  0.12
H 0.499600 -3.695500 6.414100  0.09
N -1.705600 -3.698700 0.898300  0.20
C -1.967200 -2.763200 0.285800  -0.29
N -2.270800 -1.650700 -0.324700  0.21
C -1.800100 -0.549600 -0.026500  -0.38
N -1.770300 0.701500 -0.105000  -0.35

Atomic forces in eV per Å
-1.843 -5.756 -1.919
0.507 -0.389 -0.072
1.933 0.839 -0.327
0.244 0.456 0.069
0.421 0.517 -1.147
-0.091 -0.166 -0.275
0.440 2.504 0.246
-0.213 -0.691 0.015
-0.905 2.880 2.830
0.238 0.383 0.235
-0.309 0.214 0.046
0.136 0.561 0.047
0.071 0.052 0.167
-0.661 0.335 -0.135
0.570 -0.403 -0.093
0.171 -0.388 0.205
-0.334 0.415 -0.692
0.379 -0.133 -0.030
-0.471 0.312 0.329
-0.060 -0.050 -0.199
-0.069 0.078 -0.024
-0.065 -0.117 0.050
0.027 0.013 -0.121
0.168 0.023 -0.019
0.008 -0.078 0.192
-0.064 -0.055 0.042
-0.099 0.183 -0.348
0.025 0.046 -0.187
0.038 -0.130 -0.059
0.075 -0.032 0.118
-0.092 0.023 0.098
0.078 0.124 -0.022
-0.380 -0.104 0.131
0.466 0.754 -0.444
0.348 -1.928 0.327
0.235 0.631 0.051
0.255 -0.100 -0.407
-0.503 -0.053 0.671
0.003 0.447 -0.424
0.079 -0.560 -0.186
0.023 0.211 -0.066
0.385 -0.086 0.427
0.004 -0.003 0.016
-0.041 -0.074 0.027
-0.011 0.054 -0.016
-0.012 0.031 -0.063
-0.230 0.025 0.107
0.049 -0.374 -0.249
0.260 0.054 0.044
0.066 0.396 0.077
0.186 -0.599 0.260
-0.149 0.042 -0.374
-0.072 0.661 0.020
-0.082 0.211 0.193
-0.132 0.320 0.086
-0.827 -0.504 -0.023
0.147 -0.097 0.015
0.125 -0.218 0.237
-0.031 -0.030 0.021
-0.063 0.017 0.049
0.061 0.010 -0.030
-0.001 0.072 0.097
-0.043 -0.336 0.218
-0.058 -0.035 0.007
0.066 -0.038 -0.047
0.000 -0.047 0.009
-0.200 -0.426 -0.316
0.360 -0.517 0.420
-0.744 0.072 -0.690
-0.232 0.186 0.424
0.439 0.367 0.381



2.
# C25H35ClOS3Y

A structure of composition C25H35ClOS3Y at a distorted geometry (ωB97M-V with the def2-TZVPD basis set, the OMol25 dataset).

Summary:
Total charge: +1
Energy above the lowest of the compared OMol25 structures with the same formula, charge and spin in kJ/mol: 0.0
HOMO energy in eV: -10.098
Lowest unoccupied orbital energy in eV: -2.92
Kohn-Sham gap in Eh: 0.264

Each line ends with the Löwdin charge.
Atoms and positions in Å:
Y 0.044000 1.010100 0.485000  1.31
C 3.995100 0.195600 1.862700  -0.47
C 3.865100 -0.283500 0.430700  -0.49
S 2.265000 -1.031300 -0.057900  0.82
C 2.074500 -2.523100 0.984600  -0.48
C 1.726100 -2.320600 2.451300  -0.46
S 0.309300 -1.179500 2.700100  0.85
C 0.827500 -0.142900 4.110800  -0.49
C 2.175500 0.558900 4.026600  -0.47
S 2.612000 1.289900 2.400100  0.88
H 4.914200 0.779600 1.946100  0.09
H 4.058600 -0.638300 2.558500  0.06
H 4.646700 -1.012700 0.217100  0.09
H 3.965800 0.555200 -0.258400  0.08
H 2.994500 -3.105800 0.901800  0.10
H 1.269500 -3.066600 0.487000  0.08
H 2.556700 -1.920600 3.022700  0.06
H 1.447400 -3.289100 2.869800  0.09
H 0.795100 -0.770100 5.001600  0.09
H 0.016300 0.585600 4.168200  0.07
H 2.991800 -0.095200 4.324100  0.08
H 2.156200 1.398900 4.721900  0.08
Cl -3.609900 -4.820600 -2.027600  0.68
C -3.139000 -3.309300 -1.343900  -0.68
C -2.513000 -3.282400 -0.105500  -0.11
C -2.190500 -2.069200 0.464200  -0.09
C -2.459300 -0.860900 -0.187700  -0.35
C -2.195500 0.442900 0.492000  -0.29
C -3.047500 -0.918600 -1.452700  -0.05
C -3.395500 -2.127900 -2.023800  -0.10
H -2.298500 -4.203200 0.412900  0.10
H -1.747200 -2.050600 1.451100  0.04
H -2.522000 0.340600 1.537200  0.05
H -2.827900 1.212800 0.031900  0.05
H -3.263100 -0.001100 -1.984300  0.11
H -3.879600 -2.155400 -2.986800  0.11
C 0.551500 4.088800 3.277900  -0.06
C -0.720400 4.509400 2.545100  -0.36
C -1.763200 3.389300 2.638000  -0.04
C -0.497900 4.912600 1.103600  -0.13
C -0.888000 6.181300 0.707100  -0.03
C -0.817500 6.574300 -0.617300  -0.07
C -0.385500 5.665100 -1.563100  -0.04
C 0.035000 4.389900 -1.215400  -0.14
C 0.420300 3.465700 -2.356300  -0.36
C -0.777000 2.574500 -2.708800  -0.04
C 1.696100 2.650600 -2.133500  -0.05
C 0.021000 4.006000 0.145500  -0.24
O 0.524200 2.836700 0.538800  -0.35
H 0.321800 3.927100 4.330400  0.09
H 1.321200 4.850400 3.195400  0.09
H 0.931200 3.161700 2.845600  0.00
H -1.132400 5.384600 3.056800  0.14
H -1.328500 2.437600 2.288800  0.03
H -2.634300 3.629000 2.031500  0.10
H -2.081200 3.268500 3.671000  0.09
H -1.260400 6.872300 1.450100  0.12
H -1.125600 7.560500 -0.922400  0.11
H -0.380000 5.941400 -2.605800  0.12
H 0.606700 4.107600 -3.222800  0.14
H -1.014000 1.888000 -1.876700  0.04
H -0.578500 1.980400 -3.599700  0.09
H -1.649900 3.199000 -2.895600  0.10
H 1.512800 1.784700 -1.468100  0.02
H 2.469200 3.277500 -1.691400  0.10
H 2.065200 2.263900 -3.083700  0.09

Atomic forces in eV per Å
0.522 -4.128 0.179
-0.347 0.254 0.183
-0.496 -0.200 -0.043
0.162 -0.037 0.010
-0.020 0.424 -0.165
-0.342 0.364 0.075
0.173 0.175 0.093
-0.135 -0.357 -0.322
0.088 0.317 -0.307
0.245 -0.350 0.179
-0.054 -0.084 0.047
0.050 0.049 -0.037
0.027 0.064 -0.111
0.071 -0.051 -0.093
-0.098 -0.021 -0.078
0.085 -0.053 -0.046
0.079 -0.077 0.015
0.049 0.082 0.061
-0.051 0.143 0.090
0.001 -0.012 0.123
0.028 0.017 0.011
0.077 -0.086 0.071
-0.037 -0.213 -0.136
0.138 0.173 0.136
-0.115 -0.155 -0.256
0.185 0.186 -0.096
0.003 0.257 0.209
-0.664 -0.015 -0.008
0.200 -0.060 0.020
0.040 -0.155 -0.005
-0.061 -0.151 0.044
-0.150 -0.046 0.007
0.021 0.195 -0.017
0.041 0.066 0.177
-0.074 0.066 -0.001
-0.059 -0.049 -0.108
-0.202 0.033 -0.025
0.101 -0.259 -0.040
0.195 0.285 -0.018
0.194 -0.441 -0.102
0.015 -0.002 -0.196
-0.047 -0.095 -0.095
-0.116 0.108 0.220
0.242 -0.283 0.351
-0.057 -0.178 0.208
0.346 0.125 -0.027
-0.213 0.058 -0.096
-0.501 2.459 -0.516
0.502 2.026 0.041
0.084 -0.021 0.129
0.154 0.030 0.038
0.064 0.145 0.126
0.020 -0.057 -0.043
-0.272 0.134 0.156
-0.071 -0.177 -0.042
-0.044 -0.197 0.087
-0.043 0.026 0.088
-0.035 0.155 0.018
0.051 0.080 -0.171
0.001 -0.049 0.075
-0.150 0.032 -0.111
-0.011 -0.146 0.005
-0.110 -0.165 0.104
0.278 0.122 -0.249
0.063 -0.151 0.131
-0.019 -0.128 0.052



3.
# C23H10BrF5N2OReS

A structure of composition C23H10BrF5N2OReS (ωB97M-V with the def2-TZVPD basis set, the OMol25 dataset).

Summary:
Total charge: +1
Energy above the lowest of the compared OMol25 structures with the same formula, charge and spin in kJ/mol: 0.0
HOMO energy in eV: -11.428
Lowest unoccupied orbital energy in eV: -4.49
Kohn-Sham gap in Eh: 0.255

Each line ends with the natural charge from an NBO analysis.
Atoms and positions in Å:
Re 0.099167 -0.383229 -0.672755  1.13
Br 5.424552 -4.562097 2.076834  0.12
C 4.217313 -3.557020 1.035638  -0.12
C 3.933435 -3.947886 -0.270315  -0.15
C 3.055984 -3.209091 -1.044467  -0.26
C 2.431533 -2.096672 -0.508553  0.42
O 1.600753 -1.361253 -1.276380  -0.63
C 2.711119 -1.685406 0.812680  -0.22
C 2.165029 -0.502137 1.433635  0.22
N 1.169652 0.212519 1.013848  -0.45
C 0.706550 1.349415 1.728269  0.09
C 1.112733 1.758609 2.970719  -0.17
C 0.580710 2.936020 3.529047  -0.18
C -0.335155 3.690335 2.849920  -0.15
C -0.792274 3.273927 1.579820  -0.10
C -1.721610 3.995119 0.799547  -0.06
C -2.091921 3.512044 -0.420586  -0.26
C -1.593224 2.274941 -0.854393  0.12
N -0.734964 1.556858 -0.148161  -0.49
C -0.292595 2.075222 1.044645  0.23
C 3.631022 -2.430957 1.566535  -0.15
H 4.407045 -4.828843 -0.680902  0.25
H 2.839228 -3.491957 -2.065111  0.25
H 2.668546 -0.188836 2.343073  0.21
H 1.837617 1.200327 3.546459  0.23
H 0.918634 3.244528 4.508308  0.24
H -0.720134 4.607359 3.275637  0.24
H -2.121894 4.929799 1.171421  0.24
H -2.786014 4.047595 -1.051252  0.25
H -1.922737 1.858369 -1.793744  0.23
H 3.873113 -2.124171 2.575886  0.23
F -3.465456 -0.476539 -0.052343  -0.30
C -3.101131 -0.615270 -1.333901  0.33
C -1.770664 -0.529152 -1.689360  -0.41
C -1.493395 -0.621477 -3.038766  0.33
F -0.168995 -0.500833 -3.375460  -0.33
C -2.438114 -0.813498 -4.024429  0.26
F -2.104250 -0.902155 -5.304218  -0.27
C -3.764981 -0.900748 -3.627229  0.30
F -4.717024 -1.080127 -4.529370  -0.27
C -4.096293 -0.792468 -2.283284  0.28
F -5.369468 -0.860187 -1.915769  -0.27
S -1.177207 -2.512931 1.581191  0.20
C -0.604239 -1.548049 0.517641  -0.17

Atomic forces in eV per Å
-0.612 -0.123 -0.619
-0.025 0.014 -0.033
0.017 0.056 0.116
-0.081 0.052 -0.097
0.117 -0.144 -0.002
-0.060 0.215 0.229
0.026 0.019 0.218
-0.033 0.076 -0.088
0.010 -0.104 -0.004
0.378 0.126 -0.059
-0.119 0.087 0.000
0.011 0.033 -0.044
-0.027 0.047 0.024
0.047 -0.015 0.016
0.040 -0.121 -0.011
-0.017 0.073 0.008
-0.020 -0.005 -0.008
0.039 0.011 0.058
0.086 0.130 0.220
0.099 -0.091 0.017
0.072 -0.080 0.003
-0.002 -0.001 -0.007
-0.005 0.002 -0.002
-0.051 -0.027 0.026
0.011 0.000 -0.028
-0.008 0.008 0.002
-0.009 0.001 -0.004
0.003 -0.003 0.015
-0.001 -0.023 -0.020
-0.003 -0.023 -0.017
-0.007 0.007 -0.001
-0.026 -0.007 -0.010
0.011 -0.010 0.077
0.486 0.032 -0.170
0.114 0.057 0.035
-0.159 -0.005 -0.113
0.021 -0.010 0.020
-0.013 -0.005 -0.026
0.006 0.003 -0.008
0.006 -0.001 0.001
-0.006 -0.001 0.074
-0.025 -0.004 -0.013
0.136 -0.100 0.002
-0.422 -0.144 0.224



4.
# C5H10N4S

An isolated molecule of C5H10N4S at a distorted geometry (ωB97M-V with the def2-TZVPD basis set, the OMol25 dataset).

Summary:
SMILES: [H]/N=[N+](\[S-])[C@@H](C)C/C=C/N=N/[H]
Energy above the lowest of the compared OMol25 structures with the same formula, charge and spin in kJ/mol: 397.6
HOMO energy in eV: -8.784
Lowest unoccupied orbital energy in eV: -0.36
Kohn-Sham gap in Eh: 0.310

Each line ends with the natural charge from an NBO analysis.
Atoms and positions in Å:
C -1.120430 0.968711 -0.080828  -0.09
C -2.262386 0.461601 0.449863  -0.10
C 0.947185 -1.384480 -1.037595  -0.62
C 0.224923 0.520942 0.480485  -0.48
C 1.283279 -0.029599 -0.467751  -0.02
N -4.480011 0.500085 0.077130  -0.37
N 2.749110 -0.796070 1.256287  -0.39
N -3.341097 0.827540 -0.266982  -0.17
N 2.632889 -0.005817 0.292916  -0.14
S 3.666355 1.152962 -0.236454  -0.08
H -1.058805 1.597365 -0.964704  0.23
H -2.446940 -0.301133 1.207175  0.20
H 1.519966 -1.640767 -1.804074  0.22
H 0.912286 -2.023781 -0.169923  0.23
H -0.036705 -1.443682 -1.281928  0.23
H 0.776774 1.216796 1.078135  0.24
H 0.144952 -0.198615 1.290401  0.23
H 1.621600 0.561060 -1.225342  0.22
H -5.275072 0.766228 -0.430015  0.33
H 3.542131 -0.749352 1.833206  0.35

Atomic forces in eV per Å
1.341 -1.814 1.597
1.609 -0.196 -0.610
-0.302 1.281 4.825
0.363 -0.229 0.564
-0.127 -1.567 1.086
2.049 -2.256 3.623
-2.979 -0.794 -1.152
-3.462 2.300 -3.016
-0.087 -0.657 0.978
0.731 0.388 0.018
-0.652 0.019 0.238
0.685 0.257 0.321
2.671 -1.488 -3.013
0.845 -0.956 0.113
-3.039 0.457 -1.300
-0.085 1.693 -0.031
-0.725 -0.765 -0.211
-0.186 2.226 -2.175
-0.552 1.231 -2.068
1.900 0.870 0.213